Computed, not measured: one molecule with the formula C19H27NO3, with ωB97M-V with the def2-TZVPD basis set.

Atoms and positions in Å:
H 0.4715 3.1892 0.4891
H 6.2787 0.5706 0.1262
H 3.8602 -3.3694 1.1372
H 3.0211 -1.6653 -0.5609
H 4.0712 -0.8851 1.6582
C -5.6325 0.6303 0.7454
C 5.0668 -1.9319 0.0601
O -8.3252 -1.2719 -0.7611
C -6.3254 -0.2085 -0.1234
C 4.2521 -0.2340 -1.6148
C 4.2684 0.8671 -0.5492
H 5.2139 -0.2273 -2.1307
C -4.2852 0.8833 0.5694
H 3.4759 -0.0105 -2.3492
C -0.0869 1.3368 -0.4634
C 5.2756 0.5317 0.5545
H -6.1364 1.0993 1.5760
H -3.7817 1.5384 1.2633
N 2.9455 1.0782 0.0013
C -5.6217 -0.7899 -1.1844
H 4.8770 -4.0795 -0.1165
H 2.5297 0.3102 0.5015
H -3.7372 -0.9886 -2.1849
O -2.2779 0.4753 -0.7524
H 5.8049 -1.0657 1.8926
H 4.0578 -2.3676 -1.7961
C 5.0362 -0.8556 1.1459
C 0.8422 2.1659 0.4239
O 2.6653 3.1740 -0.7856
H -8.4595 1.2135 1.0618
H 0.2697 0.3075 -0.5383
H -1.5123 0.9263 1.1146
C -3.5940 0.2992 -0.4902
H -9.5521 -0.1824 1.1209
H 5.2161 1.2891 1.3384
C -1.5100 1.3153 0.0861
H -0.1040 1.7565 -1.4701
C -7.7655 -0.5225 0.0103
C 4.0179 -1.6145 -1.0063
C 2.2403 2.2124 -0.1829
C 4.8359 -3.3170 0.6579
H -1.9258 2.3316 0.0940
H -8.0754 -0.1648 2.1022
C -8.5117 0.1308 1.1507
H 0.8831 1.7418 1.4296
C -4.2837 -0.5440 -1.3684
H 4.5379 1.8211 -1.0152
H -6.1611 -1.4395 -1.8572
H 6.0550 -1.9160 -0.4131
H 5.5950 -3.5436 1.4031

SMILES: CC(=O)c1ccc(OCCCC(=O)N[C@H]2CC[C@@H](C)CC2)cc1
ΔE to the lowest compared entry with this formula, charge and spin: 24.7 kcal/mol
spin multiplicity: 1
net charge: 0

Atomic partial charges in e from the natural (NBO) method, atoms 1 to 8:
1 H 0.232
2 H 0.205
3 H 0.199
4 H 0.184
5 H 0.183
6 C -0.157
7 C -0.217
8 O -0.546

***

Computed, not measured: C19H28AsBeF5OS6Si2 as an isolated structure, with ωB97M-V with the def2-TZVPD basis set.

Atoms and positions in Å:
H 3.1181 -5.0467 -1.7217
C -3.8939 0.6544 0.4103
F 1.3657 -2.0950 3.3352
S -2.3145 1.4892 0.8131
S 1.6171 0.6791 -0.2686
Be 0.0771 -0.2022 0.9340
S 3.9552 2.4482 -0.3577
H -3.6634 5.5229 -1.5737
Si -1.5281 -2.7491 -1.2976
C 4.2688 4.0016 0.2800
H -2.5471 4.6127 -4.9604
H 3.3545 -2.2788 -2.9514
H -3.4200 -3.6581 0.0561
C -2.3902 2.5404 -0.6362
C 0.2585 -1.3995 3.6427
C 0.1552 -0.1057 2.8235
H 1.6284 -2.3443 -3.3566
F 0.3132 -1.1847 4.9842
H 1.4007 -5.0530 -2.1492
C -3.1366 4.5777 -1.6471
C -3.0774 3.7416 -0.5463
O -1.3937 0.3385 0.4275
C -2.5188 5.1665 -4.0210
S 0.3306 3.3518 1.8290
H -1.4216 -0.5458 -2.4477
H -4.0830 -0.0698 1.2023
As 0.1022 -2.4803 0.2970
H -1.3691 -5.2423 -1.3503
H -3.1060 -1.9738 0.4583
H -0.9572 -1.8307 -3.5526
H 3.4909 -1.5376 0.4544
Si 2.0020 -2.9230 -0.9476
S 5.6919 4.8501 0.0546
C -1.7653 2.1704 -1.8091
H 1.8861 -5.3751 -0.4858
C -2.5053 4.2310 -2.8401
F -1.0900 0.4021 3.2751
H -1.2082 1.2445 -1.8454
H -4.0257 -2.3676 -1.0033
H -0.6773 -4.5494 -2.8147
H -1.6211 5.7895 -4.0302
S 2.9368 4.5823 1.1849
C -1.6685 -1.5583 -2.7680
C -1.8273 3.0193 -2.9048
H 3.3360 -3.1597 1.1292
C -3.1882 -2.6792 -0.3714
H -3.8022 0.1518 -0.5508
C -1.5094 -4.4699 -2.1103
C 3.4652 -2.5996 0.1992
C 2.3244 2.2008 0.2481
H 4.4272 -2.8725 -0.2451
C 2.3485 -2.0480 -2.5876
C 2.1166 -4.7771 -1.3711
H -2.4374 -4.6763 -2.6531
H -3.3820 5.8330 -3.9867
H -4.6811 1.4085 0.3869
C 1.8329 3.2239 0.9964
H -1.3249 2.7399 -3.8243
H 2.2729 -0.9679 -2.4492
H -3.5335 4.0302 0.3937
H -2.6735 -1.5467 -3.2003
F 1.0963 0.7147 3.4035
F -0.8032 -2.2010 3.4470

ΔE to the lowest compared entry with this formula, charge and spin: 0.0 kcal/mol
spin multiplicity: 1
net charge: -2

Atomic partial charges in e from the natural (NBO) method, atoms 1 to 8:
1 H 0.210
2 C -0.801
3 F -0.330
4 S 1.345
5 S -0.541
6 Be 1.439
7 S 0.465
8 H 0.199